1.
C17H31Cl5NO7PSi2TeTi as an isolated structure, computed with the ωB97M-V functional and the def2-TZVPD basis.

Results
Molecular weight (g/mol): 801.3
Relative energy (zero: lowest compared OMol25 entry of this formula, charge and spin) (eV): 0.547
HOMO (eV): -14.341

ORCA input file:
```
! RIJCOSX wB97M-V def2-TZVPD def2/J DEFGRID3
* xyz 2 1
Ti 0.20 -1.66 -0.76
Cl 5.58 -3.09 3.83
C 4.15 -2.79 2.97
C 4.21 -2.27 1.67
Cl 5.71 -1.93 0.93
C 3.03 -2.03 0.99
Cl 3.08 -1.43 -0.66
C 1.80 -2.29 1.57
O 0.64 -2.02 0.87
C 1.73 -2.84 2.84
Cl 0.19 -3.23 3.49
C 2.91 -3.08 3.55
Cl 2.83 -3.74 5.11
C -0.08 4.32 -3.90
Si 1.02 3.49 -2.67
C 1.23 4.53 -1.15
C 2.67 2.97 -3.33
C 0.15 1.83 -2.24
Te 0.85 0.98 -0.40
C -0.57 1.95 0.85
Si -0.42 1.61 2.73
C -0.99 3.15 3.57
C 1.35 1.21 3.11
C -1.53 0.17 3.10
H 0.34 5.29 -4.19
H -1.06 4.51 -3.46
H -0.21 3.73 -4.81
H 1.96 5.31 -1.38
H 1.63 3.99 -0.28
H 0.31 5.03 -0.85
H 3.37 3.81 -3.36
H 2.60 2.56 -4.34
H 3.13 2.21 -2.68
H 0.40 1.12 -3.02
H -0.93 1.89 -2.14
H -1.56 1.75 0.47
H -0.33 3.00 0.64
H -0.33 3.99 3.33
H -0.98 3.03 4.65
H -2.00 3.42 3.27
H 2.01 2.04 2.84
H 1.71 0.32 2.59
H 1.46 1.03 4.18
H -2.58 0.45 2.96
H -1.42 -0.15 4.14
H -1.31 -0.70 2.48
C -4.77 -2.67 -2.63
O -3.68 -2.89 -1.66
P -2.17 -2.73 -2.06
O -1.42 -3.74 -1.07
C -2.04 -4.38 0.10
O -1.69 -1.32 -0.89
C -2.74 -0.52 -0.27
H -5.67 -3.00 -2.13
H -4.59 -3.26 -3.53
H -4.84 -1.61 -2.87
H -1.42 -5.24 0.32
H -3.05 -4.69 -0.16
H -2.05 -3.68 0.93
H -3.62 -1.13 -0.16
H -2.93 0.34 -0.90
H -2.38 -0.22 0.71
O 1.17 -3.21 -1.62
N 0.79 -2.75 -2.77
O 0.63 -3.37 -3.74
O 0.53 -1.44 -2.66
*
```



2.
A 2-piece molecular cluster, C17H31ClFN3 overall, computed with the ωB97M-V functional and the def2-TZVPD basis.

Results
Molecular weight (g/mol): 331.9
Relative energy (zero: lowest compared OMol25 entry of this formula, charge and spin) (eV): 0.315
HOMO (eV): -14.932

ORCA input file:
```
! RIJCOSX wB97M-V def2-TZVPD def2/J DEFGRID3
* xyz 2 1
Cl 6.46 -1.41 -1.00
C 5.09 -2.46 -1.52
N 3.80 -2.02 -0.95
C 3.79 -2.09 0.58
C 2.42 -1.70 1.11
N 1.59 -1.43 -0.05
F -1.23 -0.32 0.23
C 1.39 -2.60 -0.91
C 2.74 -2.99 -1.46
C 2.04 -0.28 -0.83
C 3.40 -0.61 -1.41
H 5.03 -2.41 -2.62
H 5.30 -3.48 -1.17
H 4.01 -3.13 0.86
H 4.57 -1.41 0.94
H 1.97 -2.50 1.69
H 2.47 -0.78 1.72
H 0.94 -3.41 -0.30
H 0.68 -2.30 -1.71
H 2.74 -2.92 -2.55
H 3.02 -3.99 -1.12
H 1.30 -0.09 -1.62
H 2.10 0.60 -0.16
H 4.18 0.07 -1.06
H 3.36 -0.64 -2.50
C -1.86 4.46 -0.64
C -1.16 4.00 0.63
C -1.19 2.49 0.78
N -2.58 1.93 0.62
C -2.90 0.76 1.14
C -1.79 -0.21 1.47
C -2.37 -1.59 1.79
C -3.86 -1.50 1.40
C -4.10 -0.10 0.74
C -3.45 2.47 -0.41
C -3.29 3.96 -0.67
H -1.86 5.56 -0.68
H -1.32 4.09 -1.52
H -0.12 4.35 0.64
H -1.65 4.44 1.51
H -0.47 2.04 0.08
H -0.84 2.22 1.79
H -1.02 0.08 2.22
H -1.81 -2.43 1.34
H -2.33 -1.74 2.87
H -4.12 -2.36 0.76
H -4.48 -1.54 2.29
H -5.10 0.34 0.96
H -4.03 -0.26 -0.35
H -3.35 1.92 -1.37
H -4.47 2.28 -0.06
H -3.87 4.47 0.11
H -3.77 4.18 -1.62
*
```



3.
A 2-piece molecular cluster, C17H31ClNO8P overall, computed with the ωB97M-V functional and the def2-TZVPD basis.

Results
Expectation value of S²: 0.7543
Molecular weight (g/mol): 443.9
HOMO (alpha / beta) (eV): -6.038 / -6.038

ORCA input file:
```
! RIJCOSX wB97M-V def2-TZVPD def2/J DEFGRID3
* xyz -1 2
C -0.92 2.66 1.07
C -1.03 1.38 0.70
C -1.10 -0.05 -0.03
C -0.05 -1.05 0.75
C 1.32 -0.32 1.18
P 2.83 -1.49 1.28
O 3.97 -0.82 0.48
O 3.34 -1.66 2.90
C 4.51 -0.84 3.21
C 4.19 0.76 3.23
O 2.32 -3.01 0.70
C 3.20 -3.55 -0.33
C 2.29 -4.64 -1.16
C -2.61 -0.69 -0.02
C -3.63 0.09 -0.99
C -4.53 -0.97 -1.84
C -4.70 0.84 0.00
N -3.02 1.18 -1.82
O -3.91 1.72 -2.63
C -1.76 0.77 -2.52
C -1.98 -0.11 -3.86
C -1.06 2.17 -3.02
C -0.67 0.03 -1.59
H -0.47 3.68 1.38
H 0.07 -1.95 0.06
H -0.60 -1.39 1.70
H 1.16 0.08 2.26
H 1.62 0.58 0.53
H 4.81 -1.11 4.30
H 5.44 -1.09 2.57
H 3.23 0.99 2.65
H 5.06 1.35 2.73
H 4.10 1.14 4.33
H 3.55 -2.79 -1.12
H 4.03 -4.15 0.18
H 1.82 -4.03 -2.04
H 2.92 -5.46 -1.65
H 1.40 -5.02 -0.54
H -2.46 -1.79 -0.41
H -3.07 -0.75 1.03
H -3.87 -1.74 -2.42
H -5.12 -1.59 -1.07
H -5.30 -0.46 -2.53
H -5.04 0.16 0.87
H -4.13 1.73 0.50
H -5.58 1.23 -0.66
H -1.02 -0.03 -4.50
H -2.13 -1.24 -3.62
H -2.85 0.30 -4.52
H 0.09 2.09 -3.04
H -1.50 2.51 -4.04
H -1.36 2.99 -2.26
H 0.39 0.47 -1.65
H -0.60 -1.08 -1.96
O 2.12 5.79 4.41
Cl 1.68 4.79 3.46
O 1.67 5.36 2.12
O 0.34 4.35 3.80
O 2.58 3.66 3.48
*
```



4.
C17H31F3O2P2Pb as an isolated structure, computed with the ωB97M-V functional and the def2-TZVPD basis.

Results
Molecular weight (g/mol): 593.6
HOMO (alpha / beta) (eV): -14.554 / -14.555

ORCA input file:
```
! RIJCOSX wB97M-V def2-TZVPD def2/J DEFGRID3
* xyz 2 1
P -0.25 -2.34 1.32
P 0.01 2.14 0.97
C -0.84 -0.74 0.62
C 0.13 0.35 0.13
H -1.48 -0.35 1.42
H -1.49 -0.99 -0.23
H 1.21 0.06 0.05
H -0.09 0.52 -0.92
C -1.78 2.44 0.70
H -2.10 3.15 1.49
H -2.36 1.52 0.87
H -2.00 2.86 -0.30
C 0.82 3.37 -0.07
H 0.29 3.56 -1.02
H 1.85 3.06 -0.28
H 0.89 4.34 0.43
C -1.32 -3.62 0.60
H -1.31 -4.53 1.21
H -0.93 -3.87 -0.39
H -2.35 -3.27 0.53
C 1.40 -2.74 0.71
H 1.89 -1.91 0.19
H 1.34 -3.61 0.04
H 2.01 -3.03 1.58
Pb 1.72 -0.24 2.25
C 0.94 1.67 -2.64
C -0.41 1.68 -2.47
C -1.38 0.72 -3.08
C -0.82 -0.72 -3.32
C 0.11 -1.31 -2.27
C 1.46 -1.14 -2.22
C 2.27 -0.42 -3.26
C 1.66 0.92 -3.73
C 0.62 -2.10 3.41
H 1.63 2.30 -2.06
H -0.92 2.53 -2.02
H -1.69 1.16 -4.04
H -2.31 0.66 -2.48
H -1.68 -1.39 -3.40
H -0.34 -0.73 -4.30
H -0.40 -2.05 -1.63
H 2.07 -1.78 -1.58
H 2.45 -1.06 -4.14
H 3.26 -0.22 -2.83
H 2.49 1.59 -4.03
H 1.02 0.79 -4.62
H 0.93 -1.55 4.32
H 1.22 -3.00 3.33
H -0.45 -2.29 3.61
F -1.80 1.94 6.22
C -0.83 1.55 5.36
F 0.02 2.59 5.18
F -0.10 0.57 5.97
C -1.34 1.09 3.96
O -2.48 1.40 3.62
O -0.44 0.47 3.29
*
```



5.
C17H31F3O2P2V as an isolated structure, computed with the ωB97M-V functional and the def2-TZVPD basis.

Results
Expectation value of S²: 3.7968
Molecular weight (g/mol): 437.3
Relative energy (zero: lowest compared OMol25 entry of this formula, charge and spin) (eV): 3.951
HOMO (alpha / beta) (eV): -8.029 / -8.298

ORCA input file:
```
! RIJCOSX wB97M-V def2-TZVPD def2/J DEFGRID3
* xyz 0 4
P 1.66 1.13 1.07
P -0.29 0.36 -2.33
C 1.73 1.46 -0.82
C 0.30 1.81 -1.41
H 2.10 0.56 -1.44
H 2.44 2.27 -1.08
H -0.41 1.94 -0.57
H 0.33 2.76 -1.98
C 1.05 0.08 -3.55
H 0.98 -1.00 -3.71
H 2.04 0.32 -3.12
H 0.90 0.62 -4.49
C -1.56 1.25 -3.43
H -1.13 1.98 -4.16
H -2.35 1.77 -2.87
H -2.10 0.49 -4.02
C 3.54 1.06 1.36
H 3.76 0.62 2.34
H 3.89 2.11 1.38
H 4.19 0.54 0.63
C 1.24 2.87 1.39
H 0.22 3.02 1.03
H 1.95 3.47 0.80
H 1.31 3.07 2.46
V 2.38 -0.49 -0.16
C -3.74 -0.32 -0.44
C -2.61 -0.94 -0.72
C -1.43 -0.95 0.24
C -1.36 -0.67 1.76
C -1.72 0.56 2.50
C -2.59 1.54 2.19
C -3.79 1.45 1.28
C -4.16 -0.04 0.95
C 3.05 -1.62 1.78
H -4.41 0.02 -1.24
H -2.31 -1.22 -1.74
H -0.70 -0.22 -0.16
H -0.98 -1.94 0.12
H -1.75 -1.56 2.25
H -0.26 -0.72 1.95
H -1.11 0.73 3.39
H -2.43 2.56 2.60
H -3.47 1.97 0.35
H -4.69 1.97 1.68
H -3.64 -0.73 1.62
H -5.24 -0.16 1.10
H 2.36 -2.47 1.99
H 3.26 -1.21 2.80
H 3.98 -2.15 1.49
F 2.59 -5.39 -0.15
C 1.52 -4.58 0.05
F 0.44 -5.15 -0.54
F 1.28 -4.53 1.39
C 1.83 -3.12 -0.47
O 3.05 -2.79 -0.55
O 0.84 -2.40 -0.78
*
```



6.
C17H31F5OsP2 as an isolated structure, computed with the ωB97M-V functional and the def2-TZVPD basis.

Results
Expectation value of S²: 6.0165
Molecular weight (g/mol): 582.6
Relative energy (zero: lowest compared OMol25 entry of this formula, charge and spin) (eV): 0.000
HOMO (alpha / beta) (eV): -14.089 / -14.571

ORCA input file:
```
! RIJCOSX wB97M-V def2-TZVPD def2/J DEFGRID3
* xyz 2 5
P -0.08 -2.33 1.70
P -0.71 3.10 2.08
C 2.24 -0.21 -0.56
C 1.75 1.03 -0.04
H 2.93 -0.16 -1.42
H 2.48 -0.97 0.18
H 1.67 1.19 1.04
H 1.88 1.97 -0.59
C -2.16 3.13 1.06
H -2.99 3.57 1.64
H -2.43 2.10 0.74
H -1.97 3.75 0.17
C 0.60 4.06 1.36
H 0.33 4.31 0.32
H 1.55 3.51 1.38
H 0.68 4.98 1.96
C -0.83 -3.62 0.64
H -0.85 -4.57 1.17
H -0.27 -3.69 -0.30
H -1.85 -3.29 0.42
C 1.68 -2.89 1.73
H 2.26 -2.21 2.36
H 2.07 -2.87 0.71
H 1.70 -3.91 2.14
Os 0.12 -0.11 -0.89
C 0.33 1.19 -2.34
C -1.04 1.21 -1.82
C -2.14 0.58 -2.63
C -1.78 -0.86 -2.98
C -0.89 -1.48 -1.95
C 0.53 -1.61 -2.18
C 1.20 -1.01 -3.38
C 0.80 0.48 -3.58
C -0.65 -2.82 3.36
H 0.89 2.11 -2.12
H -1.33 2.15 -1.33
H -2.36 1.15 -3.55
H -3.09 0.59 -2.07
H -2.69 -1.46 -3.03
H -1.32 -0.91 -3.97
H -1.35 -2.29 -1.39
H 1.01 -2.51 -1.79
H 0.92 -1.57 -4.29
H 2.29 -1.07 -3.29
H 1.70 1.02 -3.90
H 0.05 0.56 -4.37
H 0.12 -2.63 4.11
H -0.91 -3.89 3.33
H -1.55 -2.24 3.62
F -1.35 0.53 2.26
C -0.26 1.39 2.31
F -1.06 3.72 3.50
C 0.75 1.03 3.34
F 1.31 -0.24 3.27
F 1.83 1.88 3.30
F 0.21 1.13 4.60
*
```



7.
C17H31F5P2Pb as an isolated structure, computed with the ωB97M-V functional and the def2-TZVPD basis.

Results
Molecular weight (g/mol): 599.6
HOMO (alpha / beta) (eV): -14.671 / -14.672

ORCA input file:
```
! RIJCOSX wB97M-V def2-TZVPD def2/J DEFGRID3
* xyz 2 1
P -0.20 -2.54 1.19
P -0.41 1.74 1.05
C -0.96 -1.03 0.43
C -0.03 0.17 0.09
H -1.74 -0.71 1.14
H -1.46 -1.33 -0.49
H 1.04 -0.08 0.14
H -0.16 0.45 -0.94
C -2.16 2.12 0.84
H -2.44 2.82 1.64
H -2.77 1.21 0.92
H -2.32 2.60 -0.14
C 0.51 3.16 0.34
H 0.03 3.53 -0.58
H 1.56 2.91 0.13
H 0.49 3.96 1.10
C -1.35 -3.85 0.72
H -1.28 -4.61 1.52
H -1.06 -4.27 -0.24
H -2.37 -3.43 0.68
C 1.35 -2.93 0.31
H 1.97 -2.05 0.10
H 1.12 -3.46 -0.62
H 1.95 -3.61 0.95
Pb 1.54 0.48 2.46
C 0.97 1.69 -2.63
C -0.37 1.69 -2.53
C -1.29 0.85 -3.36
C -0.81 -0.57 -3.72
C -0.03 -1.28 -2.64
C 1.30 -1.17 -2.46
C 2.18 -0.42 -3.38
C 1.72 1.01 -3.74
C 0.65 -1.31 3.62
H 1.55 2.34 -1.97
H -0.88 2.43 -1.90
H -1.52 1.36 -4.32
H -2.26 0.77 -2.85
H -1.72 -1.17 -3.93
H -0.26 -0.56 -4.67
H -0.56 -2.09 -2.13
H 1.81 -1.86 -1.79
H 2.32 -0.97 -4.33
H 3.18 -0.35 -2.94
H 2.62 1.59 -3.98
H 1.14 0.99 -4.67
H 0.58 -1.15 4.70
H 1.31 -2.18 3.42
H -0.38 -1.57 3.29
F -1.54 1.21 3.81
C -0.25 1.54 4.17
F -0.10 2.90 3.94
C -0.11 1.32 5.70
F -0.68 0.14 6.05
F 1.22 1.27 6.02
F -0.66 2.29 6.47
*
```



8.
A 2-piece molecular cluster, C17H31F6N2O3PSi overall, computed with the ωB97M-V functional and the def2-TZVPD basis.

Results
Molecular weight (g/mol): 484.5
HOMO (eV): -9.948

ORCA input file:
```
! RIJCOSX wB97M-V def2-TZVPD def2/J DEFGRID3
* xyz 0 1
C 7.83 -1.42 -1.78
C 6.53 -2.09 -1.43
O 6.11 -3.03 -2.06
O 5.86 -1.61 -0.34
C 5.15 -0.41 -0.64
C 4.63 0.19 0.66
C 3.92 1.50 0.35
C 2.45 1.31 -0.10
C 1.86 2.67 -0.47
C 0.66 3.11 0.39
C -0.58 2.32 -0.01
C -1.87 2.78 0.75
C -3.01 2.09 0.10
C -3.18 0.71 0.18
C -4.20 0.17 -0.51
Si -4.41 -1.74 -0.43
C -6.14 -2.32 -0.05
C -3.81 -2.45 -2.08
C -3.21 -2.23 0.89
C -5.05 0.99 -1.27
O -6.07 0.49 -1.98
N -4.92 2.29 -1.30
N -3.90 2.75 -0.59
H 7.66 -0.51 -2.33
H 8.45 -2.09 -2.35
H 8.33 -1.16 -0.85
H 5.79 0.34 -1.11
H 4.30 -0.62 -1.29
H 3.96 -0.53 1.10
H 5.47 0.33 1.33
H 3.92 2.16 1.22
H 4.43 2.04 -0.45
H 1.93 0.88 0.75
H 2.45 0.60 -0.92
H 2.60 3.45 -0.35
H 1.57 2.67 -1.52
H 0.44 4.15 0.20
H 0.87 2.90 1.43
H -0.45 1.25 0.11
H -0.81 2.46 -1.07
H -1.81 2.40 1.76
H -1.97 3.86 0.71
H -2.51 0.12 0.76
H -6.81 -2.19 -0.89
H -6.08 -3.38 0.19
H -6.53 -1.78 0.81
H -4.62 -2.86 -2.66
H -3.37 -1.64 -2.66
H -3.05 -3.20 -1.91
H -3.03 -3.30 0.93
H -3.54 -1.91 1.88
H -2.26 -1.73 0.74
H -5.75 -0.23 -2.54
H -3.79 3.76 -0.62
F 1.07 -2.20 4.16
P -0.06 -1.77 3.05
F -1.32 -0.71 2.72
F 0.85 -0.38 3.10
F 0.22 -1.67 1.41
F -1.14 -2.19 4.22
F -0.08 -3.36 2.64
*
```



Number 1: total energy -152005.0884 eV. Number 2: total energy -37826.4139 eV. Number 3: total energy -57800.9807 eV. Number 4: total energy -54181.8454 eV. Number 5: total energy -74637.8829 eV. Number 6: total energy -52742.4062 eV. Number 7: total energy -55522.5563 eV. Number 8: total energy -60729.1677 eV.